# 1
This record from the OMol25 dataset describes a cluster of 3 separate species, C22H51N2O4S in total. The level of theory is ωB97M-V/def2-TZVPD.

- F_max: 2.56 eV/A
- Total charge: +1
- ΔE to the lowest compared entry with this formula, charge and spin: 2.270 eV

The geometry in XYZ format:
```
80
Properties=species:S:1:pos:R:3:forces:R:3
C 0.61069 -3.24472 2.62900 0.9 0.4 -1.4
C 0.75059 -4.50587 1.70215 -0.6 -0.8 -1.1
C 1.76072 -5.68936 2.02532 -1.9 0.1 0.4
C -0.02593 -4.66614 0.52628 1.0 1.3 1.6
C -0.10056 -3.51030 -0.56719 -0.9 -1.6 1.0
C 1.22568 -3.54492 -1.43633 -0.4 -0.1 -0.1
C 1.67979 -2.13913 -2.00877 0.2 0.7 -0.8
C 0.53190 -1.02631 -2.04292 0.3 -0.4 0.6
C 2.96274 -1.51975 -1.29560 -1.1 0.8 -0.3
C 3.01693 -1.71581 0.27310 2.4 -0.7 -0.3
S 2.12005 -0.41587 1.23868 -0.5 0.1 0.1
H 0.23249 -2.39826 1.97361 0.2 -0.8 0.9
H -0.13070 -3.38084 3.46047 0.6 -0.2 -0.8
H 1.58832 -2.92337 3.09618 -0.8 -0.4 -0.3
H 2.74526 -5.48118 1.51485 -1.0 -0.1 0.7
H 1.31908 -6.60794 1.52941 0.7 0.9 0.6
H 1.87135 -5.88061 3.12944 0.2 0.2 -1.1
H -0.59748 -5.62801 0.44752 1.5 0.5 -0.9
H -0.26586 -2.56014 0.00734 0.1 -0.6 -1.0
H -0.95715 -3.75938 -1.26500 0.7 0.8 1.0
H 2.02783 -4.05882 -0.82894 -0.6 0.7 -0.7
H 1.02367 -4.22009 -2.32305 0.3 0.7 1.1
H 1.97290 -2.31571 -3.09138 -0.2 0.2 1.3
H 0.36551 -0.69501 -0.96812 -0.1 -0.2 -1.3
H -0.41756 -1.48592 -2.42822 0.8 0.6 0.4
H 0.79547 -0.09692 -2.65221 -0.2 -1.4 0.7
H 3.90257 -1.86298 -1.81986 -0.9 0.1 1.2
H 2.92125 -0.39747 -1.48142 0.2 -1.2 0.1
H 2.66968 -2.71617 0.65099 -0.2 1.1 -0.3
H 4.10908 -1.63672 0.57141 -1.3 0.0 -0.1
H 2.12838 -0.86918 2.55936 0.5 0.4 -1.0
H 2.94910 0.70635 1.28297 -0.3 -1.2 0.2
C 2.81678 1.53430 -4.01887 -0.3 0.1 -0.1
O 1.82534 2.46294 -3.61551 0.4 -0.3 0.1
C 2.37398 3.65788 -3.05548 -0.5 0.4 0.0
C 2.05650 4.85249 -3.94756 0.2 -0.4 -0.2
N 2.81316 4.78646 -5.19590 -0.1 0.1 0.2
C 2.38968 5.77421 -6.19048 0.1 -0.3 -0.2
C 0.98127 5.61943 -6.77709 0.2 0.3 -0.3
O 0.81741 4.45486 -7.57503 -0.2 0.1 0.4
C 0.43644 3.29325 -6.85780 0.1 -0.1 -0.4
H 2.31395 0.62209 -4.34521 0.0 0.1 0.0
H 3.39648 1.93034 -4.85715 0.2 -0.1 0.1
H 3.48063 1.28840 -3.18360 0.2 0.0 -0.1
H 3.45002 3.57188 -2.87362 0.0 -0.1 -0.2
H 1.88497 3.80682 -2.08713 0.0 0.0 0.0
H 2.31245 5.77510 -3.41875 0.0 0.0 0.0
H 0.97716 4.85018 -4.13868 -0.1 0.0 0.2
H 2.70635 3.86241 -5.59679 0.0 0.1 0.0
H 3.10403 5.71117 -7.01596 -0.1 0.1 0.0
H 2.49200 6.77673 -5.76284 -0.1 -0.1 0.1
H 0.82029 6.46453 -7.45283 0.0 0.0 0.0
H 0.19635 5.68894 -6.01628 0.0 -0.2 0.1
H -0.17557 3.52478 -5.98210 0.1 0.0 0.0
H 1.32168 2.72227 -6.56082 -0.1 -0.1 0.2
H -0.14624 2.66021 -7.52880 0.0 0.1 0.0
C -2.96194 -1.99624 2.85711 -0.2 -0.1 0.3
O -2.45915 -1.79693 4.16912 0.2 0.2 -0.5
C -1.67568 -0.60877 4.28776 0.0 -0.1 0.7
C -2.36648 0.38845 5.21096 -0.3 -0.2 -0.4
N -3.56466 0.93765 4.58075 0.3 0.0 0.1
C -4.39790 1.72408 5.49283 -0.2 -0.2 -0.2
C -5.07766 0.97371 6.64460 -0.2 0.4 0.0
O -6.06944 0.04981 6.21974 0.4 -0.1 0.2
C -5.58213 -1.24757 5.91884 -0.4 0.1 -0.1
H -3.46718 -2.96225 2.83005 0.1 0.0 0.1
H -3.68847 -1.22002 2.59978 0.1 0.0 -0.2
H -2.14891 -2.00662 2.12485 0.0 0.0 -0.1
H -1.45278 -0.16022 3.31321 -0.2 0.0 -0.1
H -0.72300 -0.90267 4.74291 0.0 0.0 0.0
H -1.67501 1.20402 5.44349 0.0 0.0 0.0
H -2.61297 -0.13339 6.14257 0.3 -0.1 0.1
H -4.12228 0.17545 4.21428 0.0 0.0 0.0
H -5.18217 2.18077 4.88289 0.0 0.0 0.1
H -3.80075 2.54525 5.90246 0.0 -0.1 0.0
H -5.60728 1.71917 7.24512 0.0 0.0 0.0
H -4.35977 0.49744 7.32107 0.0 -0.1 -0.1
H -4.71448 -1.51921 6.52567 0.0 0.1 0.0
H -5.33914 -1.32521 4.85466 0.2 -0.1 0.0
H -6.38169 -1.96179 6.12049 0.0 0.1 0.0
```
Forces are in eV/Å.

# 2
This record from the OMol25 dataset describes a structure of composition C28H26AuBN6. The level of theory is ωB97M-V/def2-TZVPD.

- F_max: 1.53 eV/A

The geometry in XYZ format:
```
62
Properties=species:S:1:pos:R:3:forces:R:3
Au -0.64775 -0.09265 0.27161 -0.2 1.1 -1.0
C 2.64490 0.30972 -0.50054 -0.1 -0.2 -0.1
N 1.57334 0.12374 0.48104 -0.5 -0.1 0.4
C 1.88942 0.22305 1.74215 -0.1 -0.2 0.2
C 0.96806 0.12279 2.80758 0.3 0.0 -0.2
C 1.14094 0.26484 4.19969 0.1 0.1 0.1
C -0.12433 0.12597 4.75314 0.0 -0.1 -0.1
C -1.00756 -0.09772 3.67022 0.3 0.1 0.0
N -0.34326 -0.09532 2.51598 -0.4 -0.1 0.8
C 2.41598 1.36237 -1.56435 -0.1 0.1 0.1
C 1.22834 1.47414 -2.28299 0.0 0.0 0.0
C 1.07080 2.45660 -3.25042 0.0 0.0 0.0
C 2.11077 3.33343 -3.53282 0.0 0.0 0.0
C 3.30747 3.21642 -2.83994 0.0 0.0 0.0
C 3.45337 2.23961 -1.86292 0.0 0.1 0.0
H 2.84026 -0.64279 -0.99195 0.0 -0.1 0.0
H 3.55703 0.56642 0.04108 0.0 0.0 0.0
H 2.93089 0.40410 2.00721 0.0 0.0 -0.1
H 2.07496 0.45788 4.71404 -0.1 -0.1 -0.1
H -0.38988 0.16789 5.79897 0.0 0.0 -0.1
H -2.08005 -0.24676 3.70086 0.1 0.0 0.0
H 0.39975 0.80838 -2.07971 0.0 0.0 0.0
H 0.12956 2.53654 -3.78256 0.1 0.0 0.0
H 1.98734 4.10367 -4.28490 0.0 0.0 0.0
H 4.12991 3.88780 -3.05633 0.0 0.0 0.0
H 4.38951 2.16600 -1.31767 0.0 0.0 0.0
B -3.29647 2.44893 0.17154 -0.1 0.2 -0.1
N -3.54588 0.90618 0.10716 0.0 0.0 0.3
C -4.78665 0.41727 0.17111 0.0 0.0 0.0
C -4.77238 -0.92036 -0.18838 0.0 0.0 0.0
C -3.43941 -1.18677 -0.45938 -0.2 0.1 -0.2
N -2.71042 -0.07676 -0.27907 0.6 -0.5 -0.1
N -1.78986 2.83985 0.26262 0.1 0.0 0.0
C -1.42132 4.12396 0.31815 0.1 0.0 0.0
C -0.05756 4.19431 0.53980 0.0 0.1 0.0
C 0.34641 2.86827 0.60585 0.0 0.2 0.1
N -0.70516 2.06286 0.43521 0.0 -0.2 -0.1
H -3.74662 2.95020 -0.83883 0.1 -0.1 0.1
H -3.87528 2.86397 1.15240 0.1 -0.1 -0.1
H -5.60910 1.06232 0.44255 0.1 0.0 0.0
H -5.61023 -1.59476 -0.24950 0.1 0.0 0.0
H -2.97457 -2.09919 -0.78719 0.0 0.0 0.1
H -2.15677 4.90518 0.20073 0.0 -0.1 0.0
H 0.54950 5.07894 0.63773 0.0 -0.1 0.0
H 1.33041 2.47085 0.77705 -0.1 0.1 -0.1
C 2.31780 -4.30531 -1.96206 0.0 0.0 -0.1
C 2.11266 -2.93914 -2.26481 0.0 -0.1 0.0
C 1.15268 -2.22782 -1.60692 -0.2 -0.1 0.0
C 0.36936 -2.81829 -0.58176 -0.1 -0.1 -0.1
C -0.57449 -2.10293 0.20238 0.3 0.3 0.1
C -1.36667 -2.73668 1.10700 0.0 -0.4 0.2
C -1.26607 -4.13590 1.28270 -0.1 0.0 0.0
C -0.33110 -4.85087 0.59637 0.1 0.0 0.0
C 0.52054 -4.20953 -0.33794 0.0 0.0 0.0
C 1.52036 -4.92478 -1.04613 0.0 -0.1 0.0
H 3.08121 -4.86690 -2.48678 0.0 0.0 0.0
H 2.71788 -2.46034 -3.02583 -0.1 0.0 0.0
H 0.94852 -1.20211 -1.87883 0.1 0.0 0.0
H -2.06774 -2.18469 1.72062 0.1 0.0 0.0
H -1.92560 -4.62435 1.99005 0.1 0.0 0.0
H -0.22108 -5.91616 0.76316 0.0 0.0 0.0
H 1.63332 -5.98555 -0.84724 0.0 0.1 0.0
```
Forces are in eV/Å.

In order of appearance, HOMO level = -10.39; -7.70 eV.